Below is a single C17H20FN5O2 molecule in a non-equilibrium geometry, with properties calculated with wB97M-V/def2-TZVPD.

For the HOMO-LUMO gap, the calculation gives 8.680 eV. The value obtained for the electronic energy is -1183.87122 a.u. For the HOMO energy, the calculation gives -8.12 eV. The calculation puts the LUMO energy at 0.56 eV. As for the structure (SMILES): CC(C)CCN1CC(=O)Nc2cnc(Nc3ccc(O)c(F)c3)nc21. The calculation puts the energy above the lowest of the compared OMol25 structures with the same formula, charge and spin at 0.0 kcal per mole.

The geometry in ORCA input format:
```
! wB97M-V def2-TZVPD RIJCOSX def2/J DEFGRID3
* xyz 0 1
C -2.56870 -1.09162 2.98715
C -1.08361 -1.10023 3.41068
C -1.04102 -0.31588 4.69149
C -0.07173 -0.63358 2.40766
C 0.58953 -1.85097 1.76134
N 1.75583 -1.53401 0.97868
C 3.08947 -1.71795 1.72564
C 4.24142 -1.29643 0.79227
O 5.22107 -0.85537 1.25983
N 4.12159 -1.21398 -0.57342
C 2.85401 -0.95350 -1.16137
C 2.66344 -0.70416 -2.41271
N 1.47157 -0.39655 -2.89745
C 0.46421 -0.32776 -2.06056
N -0.79910 -0.09043 -2.51918
C -1.18064 1.18064 -2.90822
C -2.17206 1.71909 -2.12782
C -2.72479 3.02492 -2.48964
C -2.37522 3.54260 -3.72555
O -3.14267 4.54099 -4.29469
C -1.38996 2.85663 -4.53197
F -1.15448 3.33743 -5.89129
C -0.77300 1.72475 -4.05409
N 0.51591 -0.72759 -0.80099
C 1.70962 -0.96909 -0.34989
H -3.20324 -1.71843 3.64924
H -2.57770 -1.50629 1.90884
H -3.02090 -0.16073 2.89551
H -0.84000 -2.14794 3.75803
H -1.47941 -0.91558 5.49657
H -1.57239 0.66570 4.56935
H 0.01283 -0.14779 5.01560
H -0.55912 -0.02916 1.67887
H 0.72018 -0.11917 2.92547
H 0.75311 -2.57608 2.49799
H -0.15149 -2.28205 1.08003
H 3.13463 -1.16187 2.65715
H 3.19205 -2.76924 2.03827
H 5.01787 -0.87854 -0.99995
H 3.46409 -0.77231 -3.07918
H -1.45647 -0.45370 -1.90787
H -2.47430 1.21157 -1.26278
H -3.62727 3.26646 -1.86256
H -3.57607 5.10971 -3.62269
H 0.02286 1.23748 -4.65179
*
```

List of natural (NBO) charges in e, atom by atom:
1 C -0.598
2 C -0.220
3 C -0.593
4 C -0.413
5 C -0.203
6 N -0.414
7 C -0.288
8 C 0.673
9 O -0.574
10 N -0.611
11 C 0.016
12 C 0.048
13 N -0.487
14 C 0.552
15 N -0.586
16 C 0.109
17 C -0.207
18 C -0.272
19 C 0.220
20 O -0.670
21 C 0.374
22 F -0.342
23 C -0.273
24 N -0.524
25 C 0.424
26 H 0.215
27 H 0.196
28 H 0.202
29 H 0.184
30 H 0.208
31 H 0.202
32 H 0.199
33 H 0.221
34 H 0.199
35 H 0.200
36 H 0.213
37 H 0.222
38 H 0.217
39 H 0.424
40 H 0.193
41 H 0.383
42 H 0.204
43 H 0.228
44 H 0.487
45 H 0.263

Below is a molecular structure, C22H20AsBr4F6NO6S2Zn, with properties calculated with wB97M-V/def2-TZVPD.

For the HOMO-LUMO gap (alpha / beta), the calculation gives 6.002 / 5.982 eV. The value obtained for the electronic energy is -17063.29583 a.u. For the HOMO energy (alpha / beta), the calculation gives -2.01 / -1.99 eV. The calculation puts the LUMO energy (alpha / beta) at 3.99 / 3.99 eV. The calculation puts the energy above the lowest of the compared OMol25 structures with the same formula, charge and spin at 30.7 kcal per mole.

The geometry in ORCA input format:
```
! wB97M-V def2-TZVPD RIJCOSX def2/J DEFGRID3
* xyz -2 1
Zn -0.05609 0.61164 -1.42795
Br 3.34442 6.58490 -0.52851
C 2.95081 4.74054 -0.74354
C 3.94085 3.78731 -0.61422
Br 5.72716 4.28888 -0.21297
C 3.61854 2.42740 -0.78994
Br 4.91552 1.05462 -0.58968
C 2.32937 1.99979 -1.09960
O 1.98422 0.76491 -1.24643
C 1.28930 3.00363 -1.22841
O 0.08446 2.59503 -1.47039
C 1.63434 4.33805 -1.04396
Br 0.20736 5.58002 -1.16492
F -3.25397 3.61160 -2.60908
C -4.01273 2.53136 -2.42011
F -4.47975 2.13861 -3.61522
F -5.06423 2.89253 -1.67184
S -3.07164 1.16553 -1.62250
O -2.68434 1.70625 -0.34954
O -1.99699 0.93932 -2.58904
N -4.12953 0.05251 -1.50005
S -4.20505 -1.20355 -2.57027
O -1.51542 -2.08960 -1.29565
O -5.21517 -2.15465 -2.03283
C -0.54733 -2.72133 -3.43684
F -1.03416 -1.59409 -3.94455
F -1.37008 -3.72576 -3.81744
F 0.63817 -2.96086 -4.04647
C -0.29882 -1.38429 -1.22210
C -0.39001 -2.66985 -1.93550
C 0.12064 -3.93115 -1.30318
C -0.68187 -4.59817 -0.38354
C -0.23274 -5.75843 0.23143
C 1.02374 -6.26740 -0.06686
C 1.83130 -5.59911 -0.97700
C 1.38520 -4.43705 -1.58930
H -1.65683 -4.18943 -0.15340
H -0.86847 -6.26441 0.94815
H 1.37431 -7.17327 0.41315
H 2.82087 -5.97649 -1.20550
H 2.03125 -3.90857 -2.27791
C 1.25958 -1.68527 2.02005
C 1.49242 -0.20415 2.31170
As 0.09149 0.92274 1.51879
C -1.28878 0.60821 2.89449
C -2.32569 1.72446 2.97768
C 0.74881 2.67918 2.11295
C 1.11004 2.81860 3.58688
H 2.05382 -2.30440 2.44633
H 1.22051 -1.86718 0.94510
H 0.31015 -2.02977 2.43937
H 2.43891 0.12292 1.87334
H 1.53481 -0.02164 3.38836
H -0.79486 0.44718 3.85744
H -1.77673 -0.32838 2.61635
H -1.87624 2.66099 3.31455
H -3.12153 1.46581 3.68179
H -2.78127 1.90602 2.00339
H -0.02062 3.39819 1.82253
H 1.61349 2.89802 1.48260
H 0.27692 2.54977 4.24032
H 1.39238 3.84959 3.81804
H 1.95577 2.18212 3.85144
*
```

List of natural (NBO) charges in e, atom by atom:
1 Zn 1.614
2 Br 0.026
3 C -0.180
4 C -0.166
5 Br 0.025
6 C -0.242
7 Br 0.017
8 C 0.335
9 O -0.879
10 C 0.256
11 O -0.860
12 C -0.208
13 Br 0.032
14 F -0.313
15 C 0.696
16 F -0.333
17 F -0.329
18 S 2.253
19 O -0.945
20 O -1.008
21 N -1.182
22 S 1.116
23 O -0.505
24 O -0.903
25 C 0.954
26 F -0.303
27 F -0.338
28 F -0.343
29 C -0.298
30 C 0.017
31 C 0.050
32 C -0.231
33 C -0.205
34 C -0.239
35 C -0.218
36 C -0.230
37 H 0.238
38 H 0.200
39 H 0.196
40 H 0.200
41 H 0.225
42 C -0.618
43 C -0.725
44 As 0.911
45 C -0.722
46 C -0.625
47 C -0.732
48 C -0.617
49 H 0.191
50 H 0.235
51 H 0.192
52 H 0.230
53 H 0.188
54 H 0.189
55 H 0.222
56 H 0.191
57 H 0.189
58 H 0.248
59 H 0.230
60 H 0.237
61 H 0.191
62 H 0.201
63 H 0.199

Below is a molecular structure, C13H8Cl5FIIrN2O2, with properties calculated with wB97M-V/def2-TZVPD.

For the HOMO-LUMO gap, the calculation gives 8.154 eV. The value obtained for the electronic energy is -3563.08708 a.u. For the HOMO energy, the calculation gives -8.57 eV. The calculation puts the LUMO energy at -0.41 eV. The calculation puts the energy above the lowest of the compared OMol25 structures with the same formula, charge and spin at 0.0 kcal per mole.

The geometry in ORCA input format:
```
! wB97M-V def2-TZVPD RIJCOSX def2/J DEFGRID3
* xyz 0 1
Ir -0.43567 -0.90628 0.44002
N 0.19255 -2.87240 -0.20140
C 1.58782 -3.04707 0.27276
C 2.26494 -1.76072 0.79021
O 3.45431 -1.81244 1.00629
O 1.51094 -0.72231 1.02112
H -0.43855 -3.55936 0.19446
H 0.12412 -2.97014 -1.20831
H 2.22372 -3.44765 -0.51390
H 1.60829 -3.76383 1.09306
Cl -0.92238 2.76102 -0.52043
C -0.97269 2.18991 1.11712
C -0.85437 0.83384 1.37734
C -0.96161 0.48088 2.70815
Cl -0.90013 -1.28248 2.86106
C -1.13952 1.32820 3.77615
Cl -1.25608 0.72324 5.37660
C -1.22424 2.68948 3.48197
Cl -1.43473 3.82157 4.75778
C -1.14891 3.11361 2.15425
Cl -1.27820 4.79243 1.80178
F -2.29246 -1.31101 -0.19278
I -2.17979 0.12623 -5.07840
C -0.70537 0.26721 -3.62028
C 0.50586 0.88623 -3.88493
C 1.44203 0.96169 -2.86756
C 1.14692 0.42530 -1.63081
N -0.02535 -0.18222 -1.39639
C -0.94840 -0.25949 -2.36533
H 0.71013 1.30638 -4.86018
H 2.39639 1.44479 -3.01947
H 1.82793 0.48010 -0.79334
H -1.87749 -0.73474 -2.07663
*
```

List of natural (NBO) charges in e, atom by atom:
1 Ir 1.111
2 N -0.796
3 C -0.359
4 C 0.761
5 O -0.619
6 O -0.725
7 H 0.404
8 H 0.394
9 H 0.226
10 H 0.230
11 Cl 0.014
12 C -0.069
13 C -0.226
14 C 0.043
15 Cl 0.115
16 C -0.127
17 Cl 0.065
18 C -0.092
19 Cl 0.061
20 C -0.075
21 Cl 0.060
22 F -0.698
23 I 0.202
24 C -0.189
25 C -0.179
26 C -0.231
27 C 0.059
28 N -0.378
29 C 0.003
30 H 0.238
31 H 0.241
32 H 0.259
33 H 0.280

Below is a molecular structure, C34H41BrFIrN3O10SSi in a non-equilibrium geometry, with properties calculated with wB97M-V/def2-TZVPD.

For the HOMO-LUMO gap (alpha / beta), the calculation gives 3.180 / 5.541 eV. The value obtained for the electronic energy is -5702.92947 a.u. For the HOMO energy (alpha / beta), the calculation gives 0.86 / -2.95 eV. The calculation puts the LUMO energy (alpha / beta) at 4.04 / 2.59 eV. As for the expectation value of S²: 8.79. The calculation puts the energy above the lowest of the compared OMol25 structures with the same formula, charge and spin at 0.0 kcal per mole.

The geometry in ORCA input format:
```
! wB97M-V def2-TZVPD RIJCOSX def2/J DEFGRID3
* xyz -2 6
Ir 1.99358 0.61761 -1.10657
O 5.28454 -2.14167 -0.82119
C 4.16308 -1.62582 -0.94009
O 3.98521 -0.32380 -0.93513
C 2.93681 -2.40546 -1.08589
C 2.92982 -3.79073 -1.12509
C 1.75500 -4.50141 -1.29777
C 0.54689 -3.72582 -1.44479
C 0.61764 -2.36508 -1.38328
N 1.75887 -1.66399 -1.20008
H 3.88710 -4.28948 -1.02404
H 1.74346 -5.58289 -1.33661
H -0.41493 -4.20353 -1.59875
H -0.27838 -1.76014 -1.49225
Br 3.63653 2.11195 -2.67910
C 4.36916 2.97517 -1.17227
C 5.31046 3.92796 -1.42765
C 5.93122 4.60805 -0.36081
C 5.59124 4.30348 0.91953
C 4.61737 3.31136 1.20562
C 4.29785 3.01012 2.55335
C 3.37508 2.05013 2.82608
C 2.72017 1.36229 1.78351
C 2.96215 1.60616 0.45725
C 3.96027 2.60812 0.15169
H 5.58138 4.15592 -2.45009
H 6.67997 5.36423 -0.56910
H 6.06902 4.81702 1.74788
H 4.80408 3.54408 3.35119
H 3.13502 1.80620 3.85742
H 2.00086 0.59980 2.05267
O 1.02026 2.20940 -1.19125
C 0.14421 -2.95304 2.23386
C -1.35044 -2.68270 2.39023
C -2.10091 -3.07883 1.12608
C -1.89745 -3.47346 3.57899
O -1.53811 -1.29778 2.72901
Si -1.75804 -0.00397 1.76966
S -0.07080 0.30446 0.51840
O -2.05294 1.25605 2.76703
C -1.24612 1.87027 3.77111
C -0.56169 3.09193 3.15869
C -0.21103 0.92204 4.36305
C -2.20880 2.31946 4.87209
O -3.09936 -0.21436 0.85534
C -3.68294 0.67125 -0.10741
C -5.18166 0.37777 -0.07893
C -3.44124 2.14217 0.20870
C -3.12495 0.33669 -1.48857
H 0.33636 -4.02358 2.14671
H 0.68110 -2.56257 3.10146
H 0.54352 -2.46983 1.33540
H -1.97676 -4.14950 0.95459
H -1.71080 -2.55164 0.25154
H -3.16397 -2.85135 1.22211
H -1.77348 -4.54513 3.41913
H -2.95866 -3.25527 3.71868
H -1.37100 -3.18763 4.49254
H 0.17354 2.79210 2.40368
H -0.05012 3.67660 3.92697
H -1.30768 3.72113 2.66924
H 0.51001 0.59838 3.60854
H -0.69083 0.03422 4.77551
H 0.33524 1.43535 5.15803
H -2.96011 2.99313 4.45465
H -1.67461 2.83512 5.67222
H -2.72714 1.45439 5.29130
H -5.58374 0.58264 0.91617
H -5.35787 -0.67549 -0.30489
H -5.71296 0.99035 -0.80984
H -3.80214 2.39257 1.20746
H -3.96937 2.75156 -0.52725
H -2.37848 2.39123 0.15558
H -3.20148 -0.73804 -1.66804
H -2.07410 0.62059 -1.57776
H -3.68574 0.86955 -2.25899
F -1.57025 -4.06342 -4.55414
C -1.75654 -2.73870 -4.67800
C -0.73419 -1.90869 -4.91282
N -0.90313 -0.55364 -5.06002
C 0.29781 0.26400 -5.25184
C 1.31518 0.01454 -4.11422
O 2.44750 -0.36442 -4.42399
O 0.81627 0.20929 -2.96477
C -2.14018 0.03296 -4.94683
O -2.36904 1.21648 -5.10673
N -3.16925 -0.86804 -4.67678
C -3.11386 -2.24825 -4.55013
O -4.11490 -2.91693 -4.36530
H 0.28589 -2.26608 -4.98306
H -0.01324 1.30486 -5.27866
H 0.76666 0.00831 -6.20452
H -4.08194 -0.44838 -4.59465
*
```

List of Mulliken charges in e, atom by atom:
1 Ir 3.592
2 O -0.876
3 C -0.192
4 O -0.554
5 C 0.185
6 C -0.397
7 C -1.074
8 C -0.407
9 C -0.944
10 N 0.549
11 H 0.453
12 H 0.351
13 H 0.573
14 H 0.598
15 Br -0.217
16 C 0.812
17 C -0.811
18 C -0.523
19 C -0.901
20 C 1.332
21 C -0.934
22 C -0.868
23 C -0.398
24 C -0.056
25 C 0.178
26 H 0.375
27 H 0.353
28 H 0.316
29 H 0.277
30 H 0.408
31 H 0.416
32 O -0.817
33 C -1.203
34 C 2.022
35 C -1.264
36 C -2.080
37 O -0.284
38 Si -0.423
39 S -0.095
40 O -0.441
41 C 2.000
42 C -1.410
43 C -1.207
44 C -1.984
45 O -0.440
46 C 2.224
47 C -2.176
48 C -1.833
49 C -1.522
50 H 0.463
51 H 0.224
52 H 0.008
53 H 0.564
54 H -0.144
55 H 0.316
56 H 0.401
57 H 0.427
58 H 0.374
59 H 0.133
60 H 0.465
61 H 0.281
62 H -0.020
63 H 0.261
64 H 0.558
65 H 0.346
66 H 0.405
67 H 0.416
68 H 0.502
69 H 0.379
70 H 0.379
71 H 0.408
72 H 0.545
73 H 0.273
74 H 0.345
75 H 0.066
76 H 0.528
77 F -0.413
78 C 0.433
79 C -0.050
80 N 0.113
81 C -1.121
82 C 0.782
83 O -0.728
84 O -1.247
85 C 0.538
86 O -0.689
87 N 0.019
88 C 0.319
89 O -0.701
90 H 0.349
91 H 0.371
92 H 0.201
93 H 0.236

What is the electronic energy in the second record?
-17063.29583 a.u.

What is the electronic energy in the fourth record?
-5702.92947 a.u.